Computed, not measured: 2 unconnected molecules or ions with the total composition C10H13O2 at a distorted geometry, with ωB97M-V with the def2-TZVPD basis set.

- net charge = -1
- HOMO level (eV) = -3.5280
- lowest unoccupied orbital energy (eV) = 3.03
- ΔE to the lowest compared entry with this formula, charge and spin (kJ/mol) = 57.4
- electronic energy (eV) = -14677.0115
- frontier orbital gap (eV) = 6.55

Each line ends with the Löwdin charge.
Element x y z (Å)
1 C 1.271955 0.900598 -2.355499  -0.230
2 C 0.511616 0.217580 -3.461570  -0.132
3 C 2.681310 0.463955 -2.311407  -0.809
4 O 3.542293 1.331683 -2.029276  -0.105
5 O 2.969647 -0.724305 -2.529539  -0.078
6 H 1.236961 1.971645 -2.500854  0.099
7 H 0.800337 0.720311 -1.395841  0.060
8 H 1.129995 0.285985 -4.368300  0.075
9 H -0.349705 0.865965 -3.637345  0.054
10 H 0.312403 -0.852011 -3.300753  0.070
11 C -2.067250 -1.989366 0.889996  -0.061
12 C -0.693409 0.075268 0.774008  -0.049
13 C -1.330577 -0.865241 1.560128  -0.294
14 C 0.053314 1.124344 1.358470  -0.055
15 C 0.158278 1.207841 2.768011  -0.080
16 C -1.247587 -0.774814 2.963198  -0.065
17 C -0.509264 0.242503 3.562916  -0.097
18 H -0.747412 0.021767 -0.340366  0.112
19 H 0.547072 1.859213 0.728046  0.102
20 H -2.303230 -1.803319 -0.113003  0.049
21 H -3.025413 -2.065747 1.387870  0.068
22 H 0.711255 1.981177 3.227712  0.076
23 H -1.749599 -1.538052 3.561730  0.105
24 H -0.410973 0.303880 4.621294  0.080
25 H -1.492017 -2.960863 0.940370  0.105

Cartesian forces, eV/Å:
C -1.0 0.0 0.0
C 0.1 0.4 -0.7
C 2.7 0.0 0.7
O -0.1 0.9 0.2
O -0.7 -1.2 -0.4
H 0.1 0.4 -0.1
H 0.0 -0.1 0.3
H -0.2 -0.1 0.1
H -0.6 -0.7 -0.2
H -0.2 0.5 0.1
C 0.5 -1.0 1.7
C 0.7 1.1 -0.5
C 0.3 0.0 0.1
C -0.4 -0.5 0.9
C -1.3 -1.6 -1.3
C 0.2 0.1 -0.4
C 0.3 0.4 -1.4
H 0.0 -0.1 1.1
H 0.0 -0.2 0.1
H 0.0 0.4 -1.6
H -0.3 -0.6 0.2
H 0.6 0.7 0.4
H 0.1 0.2 -0.1
H -0.1 0.0 0.7
H -0.7 1.0 0.1